No. 1
The following is a quantum chemistry calculation of a cluster of 10 separate species, C45H61FN12P in total, from OMol25.

Calculated values
LUMO energy   -4.6 eV
Net charge   +1

Positions of all 120 atoms, in Å:
N 2.36812 -1.56931 0.98827
P 2.91229 -0.40047 0.10813
C 1.53797 0.72133 -0.30916
C 1.67363 1.97658 -0.86942
N 0.56379 2.71226 -1.07484
C -0.70528 2.32709 -0.76840
C -1.78402 3.32190 -1.07436
C -1.96180 4.33667 0.06644
F -3.30446 4.63924 0.21737
C -0.89463 1.06375 -0.19564
C -2.23347 0.51229 0.21443
C -3.07703 1.36289 1.17325
N -4.06893 0.49403 1.79696
C 0.24642 0.27860 0.00865
H 2.80810 -1.58641 1.90173
H 3.88029 0.43485 0.67776
H 3.41492 -0.75584 -1.14904
H 2.61859 2.41826 -1.15410
H 0.68918 3.63082 -1.48291
H -1.51775 3.83555 -1.99898
H -2.71570 2.78390 -1.23254
H -1.58494 3.94291 1.01222
H -1.42364 5.26073 -0.15093
H -2.04527 -0.42960 0.73148
H -2.82433 0.25574 -0.66913
H -2.42774 1.83800 1.91810
H -3.61519 2.15253 0.64918
H -3.74749 0.16337 2.69770
H -4.94878 0.96970 1.93020
H 0.13270 -0.70037 0.46686
N 3.13400 -4.45664 2.20477
C 2.41159 -5.45700 2.79619
C 3.21891 -6.55766 2.89335
C 4.47919 -6.20674 2.33895
C 4.39452 -4.90294 1.92253
H 2.79563 -3.53558 1.99641
H 1.38828 -5.30470 3.09523
H 2.94016 -7.50889 3.31320
H 5.34012 -6.85011 2.26124
H 5.11550 -4.25463 1.45257
N -4.15708 7.18408 -1.43462
C -4.72636 8.42371 -1.31139
C -4.48296 9.11461 -2.46882
C -3.74025 8.25935 -3.32580
C -3.55798 7.07672 -2.66152
H -4.17572 6.46173 -0.73934
H -5.25335 8.70695 -0.41643
H -4.80466 10.11945 -2.68500
H -3.38718 8.48852 -4.31685
H -3.05937 6.16995 -2.96134
N -2.92635 0.04568 4.95741
C -2.21680 0.92055 4.18324
C -1.08650 0.27132 3.75315
C -1.11970 -1.04412 4.29736
C -2.26930 -1.14994 5.03189
H -3.79443 0.25360 5.41675
H -2.56739 1.92524 4.01729
H -0.31313 0.69652 3.13265
H -0.38442 -1.82065 4.16822
H -2.66900 -1.97063 5.60139
N -0.72359 -3.36968 0.91537
C -0.70463 -4.47616 0.10884
C -2.00163 -4.81616 -0.16478
C -2.83691 -3.87414 0.49642
C -2.02094 -2.99165 1.15220
H 0.09422 -2.90754 1.27553
H 0.22595 -4.92632 -0.19280
H -2.31922 -5.65025 -0.76850
H -3.91353 -3.84920 0.49028
H -2.24128 -2.13665 1.77032
N -8.42785 9.09633 -4.79967
C -8.56594 9.76667 -5.98463
C -7.38375 9.65968 -6.66547
C -6.49800 8.89444 -5.85758
C -7.17166 8.56170 -4.71289
H -9.13997 9.01372 -4.09889
H -9.48735 10.25969 -6.24127
H -7.17552 10.08269 -7.63353
H -5.48306 8.62047 -6.09120
H -6.86290 7.99627 -3.85080
N -3.19120 13.11833 -0.06000
C -2.89594 14.39031 -0.46938
C -2.64996 14.35026 -1.81498
C -2.80320 13.00000 -2.23383
C -3.13856 12.26454 -1.12885
H -3.41328 12.85376 0.88090
H -2.88829 15.21137 0.22622
H -2.39021 15.19363 -2.43188
H -2.68196 12.61472 -3.23238
H -3.34047 11.21349 -1.01547
N -1.32939 -9.84624 -0.87684
C -1.62214 -8.75298 -0.10822
C -2.95210 -8.81070 0.21220
C -3.48155 -9.98638 -0.38760
C -2.45550 -10.60291 -1.05135
H -0.42639 -10.06093 -1.25588
H -0.86382 -8.03235 0.14663
H -3.48579 -8.09197 0.81133
H -4.49772 -10.33852 -0.33532
H -2.43158 -11.51123 -1.62785
N 7.64676 -5.66194 0.87446
C 8.04295 -4.58584 0.12836
C 9.24316 -4.89661 -0.45372
C 9.58352 -6.21394 -0.04106
C 8.57800 -6.65787 0.77475
H 6.80413 -5.71378 1.41501
H 7.44224 -3.69380 0.07422
H 9.81568 -4.25302 -1.10022
H 10.46529 -6.77147 -0.30812
H 8.45317 -7.59262 1.29175
N 10.91683 -10.57184 0.19491
C 9.76096 -10.04796 0.70427
C 9.87927 -10.02379 2.06851
C 11.15880 -10.55236 2.39290
C 11.77376 -10.88100 1.21538
H 11.10663 -10.71054 -0.77984
H 8.95952 -9.73969 0.05498
H 9.13447 -9.66838 2.76119
H 11.57713 -10.67688 3.37712
H 12.74280 -11.30552 1.01880

Atoms 1-6, force components in eV/Å:
0.2 0.0 0.2
-0.3 -0.5 0.4
-0.4 0.4 -0.2
-0.3 -0.5 0.2
0.0 -0.1 0.1
0.3 -0.2 0.0

Here are the Löwdin charges for atoms 1 to 5, given in e: N -0.28; P 0.78; C -0.29; C -0.03; N 0.15

No. 2
The following is a quantum chemistry calculation of a structure of composition C45H62N5O2PbSbSi3, from OMol25.

Calculated values
LUMO energy   -6.1 eV
Net charge   +2

Positions of all 119 atoms, in Å:
Pb 1.21602 0.57558 -1.60747
C -1.36245 4.60164 -1.78897
C -0.99368 4.09199 -3.17941
C -1.80863 4.84177 -4.24281
C -1.15951 2.58847 -3.33833
C -0.76015 1.96584 -4.52770
C -0.92713 0.60747 -4.72508
C -1.50151 -0.20493 -3.74036
C -1.71737 -1.67535 -3.99013
C -1.85610 0.40105 -2.54576
C -1.69073 1.77546 -2.35048
H -1.15716 5.67109 -1.71718
H -0.80246 4.09768 -0.99145
H -2.43001 4.45971 -1.59192
H 0.06312 4.31845 -3.35455
H -2.87039 4.59791 -4.14775
H -1.49401 4.58815 -5.25557
H -1.69448 5.92079 -4.11920
H -0.31806 2.56318 -5.31928
H -0.62695 0.16442 -5.66945
H -0.77519 -2.18785 -4.20122
H -2.36750 -1.82579 -4.85401
H -2.18413 -2.15495 -3.13025
H -2.27670 -0.20592 -1.74797
H -1.99205 2.21082 -1.40322
O 2.02062 -4.04056 -0.13712
C 2.66290 -4.45536 -1.26732
C 2.89079 -5.81701 -1.41012
C 3.56352 -6.28817 -2.52328
C 4.03385 -5.40861 -3.49647
C 3.82167 -4.05348 -3.34249
C 3.12366 -3.55476 -2.23669
C 2.88095 -2.10091 -2.09798
O 1.86817 -1.71281 -1.37938
N 3.75232 -1.29510 -2.67840
N 3.42116 0.01195 -2.48540
C 4.21508 0.90082 -2.92915
C 3.89072 2.33062 -2.75412
C 4.73785 3.31208 -3.24050
C 4.40778 4.64423 -3.04642
C 3.23474 4.95807 -2.37805
C 2.44163 3.91823 -1.92618
N 2.75857 2.63481 -2.10270
H 1.90999 -3.07949 -0.23108
H 2.53797 -6.48822 -0.63480
H 3.72787 -7.35439 -2.63225
H 4.56432 -5.78304 -4.36290
H 4.18468 -3.34864 -4.07887
H 5.12655 0.60888 -3.44494
H 5.64335 3.02664 -3.76315
H 5.05904 5.42849 -3.41141
H 2.93660 5.98494 -2.21233
H 1.51218 4.11892 -1.39658
C -0.37424 0.85371 4.04571
Sb -0.48431 -0.09689 2.14200
C 1.32406 0.46571 0.98298
C 1.91232 -0.81073 1.41602
C 3.17430 -1.31225 1.07272
C 3.58211 -2.51087 1.61068
C 2.74114 -3.22842 2.47248
C 1.51132 -2.71704 2.76916
N 1.12409 -1.52207 2.25654
Si 2.27346 1.88231 1.86054
C 3.79508 2.22876 0.83184
C 2.91652 1.30751 3.51334
C 1.10253 3.33838 1.94523
C -2.58189 -0.72313 2.25672
C -2.54961 -1.65639 1.08297
C -3.64187 -2.35181 0.57358
C -3.43663 -3.24771 -0.46405
C -2.16391 -3.41439 -0.99437
C -1.13614 -2.64895 -0.48219
N -1.33635 -1.79724 0.53536
Si -2.92329 -1.71201 3.91522
C -4.23485 -2.98233 3.59768
C -1.41000 -2.68832 4.38006
C -3.39887 -0.58722 5.31028
Si -3.84917 0.72760 2.05751
C -4.04950 1.14407 0.26519
C -5.52332 0.21352 2.68848
C -3.24436 2.21826 2.98659
H 0.31303 1.69283 4.01103
H -0.06969 0.15247 4.82162
H -1.37796 1.21350 4.24895
H 3.79608 -0.76397 0.37415
H 4.55169 -2.91568 1.34548
H 3.04133 -4.17868 2.89072
H 0.82281 -3.23253 3.41558
H 4.68033 1.81052 1.32108
H 3.95499 3.30874 0.72411
H 3.73361 1.80685 -0.17328
H 3.79522 0.67595 3.34943
H 2.21301 0.73202 4.11030
H 3.24100 2.16359 4.11578
H 0.05404 3.03861 1.83663
H 1.32580 4.05189 1.14527
H 1.20041 3.88196 2.89122
H -4.63115 -2.20743 0.99374
H -4.27302 -3.81349 -0.86008
H -1.97159 -4.10712 -1.80353
H -0.14106 -2.68079 -0.90184
H -3.90563 -3.71107 2.85337
H -5.20038 -2.57826 3.28463
H -4.39461 -3.52277 4.53907
H -1.19859 -3.42723 3.59903
H -1.61469 -3.23971 5.30389
H -0.51991 -2.07978 4.56302
H -4.27647 0.02705 5.09522
H -2.58668 0.06878 5.62541
H -3.65029 -1.21937 6.17079
H -4.15285 0.24994 -0.35602
H -4.97031 1.72731 0.14988
H -3.23193 1.74819 -0.13203
H -6.09733 -0.29307 1.90603
H -6.07020 1.12733 2.94885
H -5.51779 -0.42205 3.57387
H -2.28987 2.61003 2.61349
H -3.15317 2.03671 4.05999
H -3.98809 3.01187 2.85650

Atoms 1-6, force components in eV/Å:
-0.2 -0.3 -0.1
0.0 0.0 0.0
-0.1 0.0 0.0
0.0 0.0 0.0
0.2 0.1 0.0
0.1 0.0 0.0

Here are the Löwdin charges for atoms 1 to 5, given in e: Pb 1.48; C -0.08; C -0.38; C -0.05; C -0.23

no.,M (u)
1,820.0
2,1118.2